# 1
Entry from the OMol25 dataset: a 2-piece molecular cluster, C5H11P overall at a distorted geometry (ωB97M-V/def2-TZVPD).

Computed properties:
Energy = -14648.294 eV
Molecular weight = 102.1 g/mol
F_max = 4.754 eV/A
Energy relative to the best compared isomer or geometry (same formula, charge and spin) = 292.2 kJ/mol
Total charge = 0
Gap between HOMO and LUMO = 8.54 eV

```
17
Properties=species:S:1:pos:R:3:forces:R:3
C -0.498 -1.111 -0.829 2.214 4.048 1.148
C 0.193 -2.178 -0.946 -0.752 -1.478 -0.786
C -1.865 -0.741 -1.016 -0.380 2.339 -3.195
C 2.113 -0.012 0.965 1.082 1.860 -2.406
C 0.243 2.178 0.240 -0.977 -1.667 -2.530
P 1.244 0.773 -0.556 -1.629 -2.224 0.648
H -0.230 -3.095 -1.301 -0.410 -0.719 0.136
H 1.212 -2.106 -0.989 2.580 -0.158 0.292
H -2.614 -1.252 -0.529 -1.451 -1.275 1.655
H -2.088 -0.908 -2.102 0.084 -0.041 0.536
H -2.043 0.349 -0.954 0.074 -0.511 0.496
H 2.569 0.923 1.298 0.175 -0.121 0.714
H 1.741 -0.594 1.746 -1.539 -0.492 1.170
H 2.953 -0.589 0.594 0.196 -0.108 -0.405
H -0.560 2.325 -0.581 0.963 -0.035 1.551
H -0.157 1.664 1.093 -0.551 0.612 0.708
H 0.740 3.125 0.388 0.320 -0.029 0.269
```
Forces are in eV/Å.

These are the Löwdin partial charges, in e, on atoms 1 to 4: -0.30, -0.07, -0.14, -0.36

=====

# 2
Entry from the OMol25 dataset: C14H13N6PdS3 as an isolated structure (ωB97M-V/def2-TZVPD).

Computed properties:
Energy = -59657.449 eV
Molecular weight = 467.9 g/mol
F_max = 0.354 eV/A
Total charge = -1
Gap between HOMO and LUMO = 5.35 eV

```
37
Properties=species:S:1:pos:R:3:forces:R:3
Pd -0.693 -0.063 0.369 0.255 0.079 -0.090
C 0.502 -3.960 4.554 -0.035 -0.012 0.000
C 1.692 -3.148 4.060 0.081 -0.013 -0.036
N 1.342 -1.783 3.716 -0.167 -0.011 -0.012
C 0.745 -1.444 2.545 0.090 -0.032 0.069
S 0.128 0.185 2.466 -0.097 -0.012 0.051
N 0.738 -2.368 1.596 -0.012 0.029 -0.027
N 0.154 -1.900 0.466 -0.101 -0.044 0.008
C 0.072 -2.648 -0.579 0.015 0.043 -0.045
C 0.618 -4.038 -0.598 0.018 -0.007 0.019
C -0.567 -2.016 -1.758 0.056 -0.012 0.053
C -0.639 -2.632 -2.996 -0.018 0.066 -0.020
C -1.231 -1.956 -4.057 0.016 -0.023 0.007
C -1.743 -0.693 -3.853 -0.025 0.051 -0.006
C -1.650 -0.135 -2.583 0.012 -0.039 -0.017
N -1.074 -0.771 -1.576 -0.108 -0.171 -0.001
H 0.802 -4.979 4.808 0.018 0.004 -0.012
H -0.263 -4.007 3.779 0.003 0.002 0.001
H 0.060 -3.506 5.443 0.005 0.004 -0.002
H 2.119 -3.610 3.171 0.002 0.001 0.002
H 2.477 -3.107 4.817 -0.033 0.001 0.024
H 1.172 -1.139 4.471 0.074 0.037 -0.020
H 0.441 -4.505 0.369 0.007 0.009 0.002
H 1.700 -4.019 -0.750 0.000 -0.007 -0.010
H 0.169 -4.647 -1.379 -0.019 0.008 -0.004
H -0.225 -3.618 -3.144 0.011 -0.007 0.026
H -1.281 -2.423 -5.032 0.000 0.014 -0.004
H -2.195 -0.119 -4.649 0.004 -0.018 -0.008
H -2.039 0.848 -2.356 0.000 0.045 0.038
S -1.670 2.002 0.155 0.014 0.118 -0.008
C -0.357 2.876 -0.638 -0.081 -0.184 0.072
C -0.335 2.802 -2.057 0.233 0.265 -0.020
N -0.317 2.743 -3.213 -0.142 -0.157 0.016
C 0.621 3.578 0.050 -0.080 -0.005 -0.162
S 0.812 3.738 1.713 0.023 0.001 0.051
C 1.605 4.259 -0.777 -0.027 -0.014 0.068
N 2.392 4.813 -1.409 0.005 -0.009 -0.003
```
Forces are in eV/Å.

These are the Löwdin partial charges, in e, on atoms 1 to 4: 0.47, -0.10, -0.26, -0.04

=====

# 3
Entry from the OMol25 dataset: an isolated molecule of C13H19N3OS at a distorted geometry (ωB97M-V/def2-TZVPD).

Computed properties:
Energy = -31138.113 eV
Molecular weight = 265.4 g/mol
F_max = 5.874 eV/A
SMILES = CN(C)CC[C@@H]1CN(C)C(=S)c2cnccc2O1
Energy relative to the best compared isomer or geometry (same formula, charge and spin) = 489.5 kJ/mol
Total charge = 0
Gap between HOMO and LUMO = 7.64 eV

```
37
Properties=species:S:1:pos:R:3:forces:R:3
C 0.076 -1.741 3.339 1.176 0.081 -0.636
N -0.509 -2.160 2.040 2.319 -2.521 3.263
C -1.135 -3.518 2.124 0.599 0.503 0.007
C -0.950 -1.123 1.207 -0.980 -0.669 -1.333
C -0.254 -1.137 -0.197 0.691 0.560 1.535
C -0.943 -0.281 -1.196 0.552 1.052 1.790
C -0.341 -0.356 -2.560 -2.072 2.881 0.120
N 0.412 0.935 -2.842 -2.272 -1.567 1.080
C 0.423 1.155 -4.279 1.154 0.849 -1.767
C 1.260 1.559 -1.891 2.784 -0.750 -4.224
S 2.810 1.852 -2.538 -1.090 0.023 -0.034
C 1.064 2.018 -0.517 -3.551 -3.489 -3.119
C 2.010 2.701 0.071 2.382 2.309 4.804
N 1.813 3.118 1.346 1.677 0.492 -0.037
C 0.671 2.964 1.961 0.096 -0.061 -1.441
C -0.403 2.387 1.298 -1.086 -1.042 0.101
C -0.170 1.735 0.078 -1.036 0.709 -0.393
O -1.141 1.063 -0.698 0.728 1.528 1.625
H -0.655 -1.115 3.865 0.424 0.272 0.243
H 1.115 -1.255 3.230 -1.749 -0.035 -0.143
H 0.355 -2.576 4.002 -0.611 -0.031 -0.465
H -1.131 -3.998 1.131 0.179 0.016 0.449
H -2.152 -3.627 2.520 -0.441 0.851 -0.201
H -0.590 -4.123 2.891 0.116 0.457 -1.145
H -2.014 -1.377 1.153 -0.508 0.930 -0.950
H -0.847 -0.136 1.661 0.014 -0.252 0.134
H 0.799 -0.786 -0.076 -0.493 -0.424 -0.004
H -0.233 -2.134 -0.609 0.093 -0.520 0.114
H -1.933 -0.598 -1.191 -1.914 -0.722 -0.423
H -1.220 -0.625 -3.231 1.441 1.192 0.034
H 0.236 -1.207 -2.529 2.126 -1.726 -0.517
H 1.226 0.543 -4.811 -0.786 0.864 0.666
H -0.548 0.908 -4.831 0.968 0.091 1.479
H 0.590 2.252 -4.492 0.177 -1.218 0.251
H 3.028 2.907 -0.229 -0.467 -0.165 -0.748
H 0.626 3.330 2.972 -0.322 0.106 0.238
H -1.342 2.448 1.832 -0.317 -0.575 -0.357
```
Forces are in eV/Å.

These are the Löwdin partial charges, in e, on atoms 1 to 4: -0.09, -0.28, -0.08, -0.20

=====

# 4
Entry from the OMol25 dataset: C13H29BBr2F3N2O5Si2 as an isolated structure at a distorted geometry (ωB97M-V/def2-TZVPD).

Computed properties:
Energy = -191844.960 eV
Molecular weight = 577.2 g/mol
F_max = 2.665 eV/A
Total charge = -1
Gap between HOMO and LUMO = 4.28 eV

```
57
Properties=species:S:1:pos:R:3:forces:R:3
C -0.159 3.357 2.418 -0.465 0.858 -0.341
C 0.695 4.156 1.407 0.731 -0.246 1.250
B 1.771 3.304 0.642 -0.447 0.652 -0.429
O 3.080 3.719 0.655 -0.284 0.115 -0.632
Si 1.442 1.583 -0.338 0.117 -1.241 0.604
Br 2.054 1.739 -2.525 -0.097 0.084 0.421
C 2.678 0.357 0.413 -0.447 0.333 -1.043
C 2.595 -1.059 -0.163 0.818 -0.714 1.466
C 3.543 -1.993 0.660 0.021 0.841 -0.883
C 4.323 -2.981 -0.203 0.271 -0.270 1.315
N 5.334 -3.716 0.576 -0.052 -0.280 -0.477
O -0.093 0.938 -0.112 0.277 1.297 -1.177
Si -1.357 1.436 -1.075 -0.905 -0.624 0.315
Br -1.184 3.601 -1.773 0.089 -0.355 0.251
C -2.883 1.459 0.049 1.081 0.145 0.796
C -3.263 0.101 0.578 0.812 0.542 0.185
O -4.193 -0.457 0.097 -1.626 -1.252 -1.091
N -2.542 -0.483 1.649 -0.931 1.003 0.969
C -3.175 -1.741 2.055 0.171 -0.515 -0.247
C -2.677 0.457 2.823 0.635 -0.553 -0.218
C -1.702 0.428 -2.620 0.815 0.368 0.526
C -1.110 -0.970 -2.720 -0.048 -0.023 -0.749
O 0.207 -1.075 -2.204 -0.108 -0.023 0.387
C -1.999 -2.072 -2.156 2.191 0.018 -1.517
F -1.620 -3.202 -2.780 0.462 -1.107 -0.062
F -3.224 -1.885 -2.455 -2.612 0.428 0.240
F -1.825 -2.312 -0.865 -0.196 0.173 1.414
H -0.682 2.524 1.957 0.173 -0.229 0.061
H 0.408 3.054 3.291 0.217 -0.370 -0.053
H -0.923 4.036 2.799 -0.183 -0.078 0.100
H 0.053 4.736 0.750 -0.064 -0.209 -0.381
H 1.244 4.900 1.995 0.038 0.144 -0.086
H 3.505 3.355 -0.138 0.383 -0.057 0.452
H 3.657 0.769 0.146 0.134 0.030 0.147
H 2.625 0.368 1.502 -0.189 -0.051 0.105
H 1.602 -1.477 -0.055 -0.344 0.201 -0.476
H 2.938 -1.071 -1.193 -0.340 0.094 -0.268
H 4.266 -1.333 1.147 0.168 -0.164 0.175
H 2.984 -2.503 1.443 -0.006 -0.143 0.082
H 4.876 -2.455 -0.976 -0.258 0.025 -0.362
H 3.647 -3.727 -0.617 -0.021 0.089 -0.422
H 4.910 -4.148 1.387 0.137 0.100 0.100
H 6.084 -3.102 0.863 -0.100 0.006 0.214
H -3.734 1.884 -0.466 -0.164 -0.063 -0.234
H -2.657 2.108 0.901 0.167 0.155 -0.196
H -3.257 -2.440 1.232 0.070 0.110 -0.199
H -2.569 -2.213 2.822 0.160 0.086 0.156
H -4.181 -1.580 2.449 -0.114 0.029 -0.003
H -1.726 0.910 3.095 -0.027 0.281 -0.205
H -3.458 1.191 2.636 0.119 0.254 0.121
H -2.995 -0.117 3.684 -0.041 -0.146 0.137
H -2.783 0.391 -2.744 -0.138 -0.127 -0.025
H -1.340 0.995 -3.474 0.087 0.100 -0.058
H -1.063 -1.213 -3.784 -0.455 -0.044 -0.152
H 0.448 -2.007 -2.290 0.138 0.197 -0.070
O -3.242 -2.045 -5.624 0.300 0.349 -0.116
H -3.352 -2.478 -4.777 -0.122 -0.217 0.185
```
Forces are in eV/Å.

These are the Löwdin partial charges, in e, on atoms 1 to 4: -0.11, -0.20, -0.53, 0.10